150
Properties=species:S:1:pos:R:3 method="wB97M-V/def2-TZVPD" s_squared=0.750 fmax_ev_per_a=5.284 orbital_gap_ev="1.788 / 8.913" charge=-3 homo_ev="2.21 / -4.91" spin_multiplicity=2
C 9.392 1.350 0.253
C 8.931 1.215 -1.188
C 7.394 1.377 -1.193
N 6.623 1.372 -2.565
C 7.396 2.172 -3.643
C 7.327 3.631 -3.395
C 5.912 4.085 -3.306
C 5.108 3.359 -2.230
C 5.199 1.862 -2.270
C 6.533 -0.164 -2.923
H 10.465 1.175 0.335
H 8.900 0.662 0.939
H 9.205 2.355 0.630
H 9.250 0.185 -1.347
H 9.365 1.800 -1.999
H 7.214 2.403 -0.873
H 6.922 0.604 -0.587
H 8.378 1.738 -3.832
H 6.669 1.967 -4.428
H 7.737 3.808 -2.400
H 7.829 4.240 -4.147
H 5.834 5.168 -3.209
H 5.390 4.033 -4.262
H 5.493 3.753 -1.289
H 4.114 3.792 -2.340
H 4.785 1.332 -1.413
H 4.567 1.365 -3.006
H 5.970 -0.383 -3.831
H 6.082 -0.719 -2.100
H 7.498 -0.667 -2.861
C -2.578 -2.300 0.636
C -1.528 -1.967 -0.457
C -1.087 -0.484 -0.381
N 0.081 -0.157 -1.369
C 0.204 1.369 -1.466
C 0.591 2.061 -0.142
C 1.945 1.514 0.357
C 1.975 -0.030 0.532
C 1.450 -0.708 -0.788
C -0.083 -0.779 -2.757
H -2.997 -3.285 0.843
H -3.405 -1.627 0.412
H -2.143 -1.946 1.571
H -1.979 -1.958 -1.450
H -0.791 -2.758 -0.319
H -0.796 -0.194 0.629
H -1.906 0.131 -0.754
H -0.767 1.823 -1.661
H 0.921 1.600 -2.255
H -0.180 2.005 0.626
H 0.697 3.119 -0.385
H 2.088 1.850 1.384
H 2.675 1.953 -0.323
H 1.474 -0.315 1.457
H 3.032 -0.292 0.562
H 1.303 -1.771 -0.597
H 2.235 -0.823 -1.536
H 0.746 -0.435 -3.376
H -1.075 -0.550 -3.147
H -0.085 -1.868 -2.730
C -10.696 -3.995 -2.044
C -9.893 -2.990 -2.869
C -9.001 -2.070 -1.985
N -8.282 -0.879 -2.713
C -7.708 0.029 -1.582
C -6.252 -0.408 -1.195
C -5.339 -0.896 -2.304
C -6.052 -1.913 -3.121
C -7.304 -1.374 -3.809
C -9.332 -0.038 -3.481
H -11.292 -4.610 -2.719
H -11.440 -3.426 -1.486
H -10.152 -4.632 -1.347
H -10.613 -2.514 -3.535
H -9.121 -3.476 -3.466
H -8.160 -2.631 -1.578
H -9.455 -1.556 -1.138
H -8.309 0.090 -0.675
H -7.629 1.073 -1.883
H -6.301 -1.207 -0.455
H -5.846 0.385 -0.567
H -4.456 -1.440 -1.969
H -5.045 -0.017 -2.878
H -6.204 -2.820 -2.536
H -5.441 -2.222 -3.969
H -7.762 -2.153 -4.419
H -6.944 -0.567 -4.446
H -9.626 -0.659 -4.327
H -8.836 0.814 -3.946
H -10.115 0.291 -2.797
C -0.809 -0.846 9.287
C -0.994 -1.295 7.780
C -0.766 -0.177 6.782
N -0.415 -0.619 5.306
C 0.916 -1.330 5.094
C 2.179 -0.339 5.330
C 2.129 0.898 4.434
C 0.780 1.579 4.502
C -0.465 0.586 4.309
C -1.479 -1.516 4.765
H -1.437 -0.204 9.905
H 0.229 -0.515 9.300
H -0.887 -1.815 9.781
H -1.902 -1.896 7.826
H -0.162 -1.996 7.707
H -0.028 0.501 7.212
H -1.586 0.532 6.667
H 0.959 -2.239 5.693
H 0.934 -1.659 4.055
H 2.272 -0.040 6.374
H 3.069 -0.882 5.014
H 3.076 1.402 4.629
H 2.119 0.423 3.453
H 0.711 2.050 5.483
H 0.714 2.372 3.758
H -1.436 1.072 4.403
H -0.373 0.199 3.294
H -2.519 -1.205 4.868
H -1.541 -2.524 5.174
H -1.424 -1.445 3.678
B 3.659 -2.314 -3.395
F 4.509 -2.856 -4.401
F 2.437 -2.837 -3.346
F 4.253 -2.552 -2.136
F 3.487 -1.009 -3.512
B -3.297 3.109 -0.431
F -2.832 3.699 -1.487
F -4.332 3.897 0.003
F -3.706 1.815 -0.645
F -2.261 3.121 0.490
B -2.368 -3.330 -4.748
F -3.677 -3.133 -5.141
F -1.867 -4.535 -5.190
F -1.591 -2.316 -5.187
F -2.287 -3.239 -3.373
B 2.525 6.034 -1.009
F 1.304 6.241 -1.563
F 2.553 4.667 -0.939
F 3.549 6.531 -1.818
F 2.556 6.676 0.227
B 0.089 -4.607 3.109
F -0.680 -5.631 2.576
F -0.172 -3.399 2.527
F -0.400 -4.569 4.421
F 1.388 -4.932 3.005
B 5.294 2.020 2.502
F 4.622 1.419 1.493
F 5.281 1.286 3.694
F 6.547 2.309 2.116
F 4.657 3.132 2.891


121
Properties=species:S:1:pos:R:3 method="wB97M-V/def2-TZVPD" fmax_ev_per_a=3.172 orbital_gap_ev=9.099 charge=+3 homo_ev=-14.81 spin_multiplicity=1
C -3.655 6.998 1.634
C -3.384 5.559 1.817
C -1.958 5.299 2.298
C -1.712 3.755 2.545
N -0.266 3.329 2.881
C 0.241 3.879 4.290
C -0.385 2.869 5.238
C -0.587 1.528 4.477
C -0.260 1.787 3.022
C 0.694 3.668 1.753
H -3.702 7.363 2.660
H -4.604 7.252 1.162
H -2.892 7.577 1.115
H -3.437 5.154 0.807
H -4.012 4.990 2.502
H -1.777 5.885 3.199
H -1.327 5.768 1.543
H -2.111 3.158 1.725
H -2.236 3.462 3.455
H 1.315 3.845 4.478
H -0.179 4.856 4.528
H 0.140 2.621 6.161
H -1.283 3.307 5.673
H -0.264 0.566 4.875
H -1.662 1.351 4.471
H 0.776 1.489 2.859
H -0.840 1.367 2.200
H 0.667 4.755 1.672
H 0.370 3.043 0.921
H 1.667 3.267 2.037
C 0.688 -3.882 -8.596
C -0.613 -3.646 -7.850
C -0.616 -3.047 -6.403
C 0.071 -3.967 -5.341
N 0.342 -3.321 -3.991
C 1.300 -2.124 -4.097
C 2.012 -1.968 -2.760
C 1.848 -3.249 -2.007
C 1.113 -4.227 -2.949
C -0.991 -2.899 -3.318
H 1.235 -4.754 -8.238
H 1.333 -3.025 -8.400
H 0.619 -4.031 -9.674
H -1.172 -4.574 -7.969
H -1.174 -2.888 -8.396
H -1.602 -2.710 -6.082
H 0.027 -2.171 -6.486
H 0.989 -4.452 -5.672
H -0.584 -4.818 -5.151
H 0.733 -1.264 -4.455
H 2.015 -2.375 -4.881
H 1.574 -1.152 -2.185
H 3.009 -1.623 -3.035
H 1.298 -2.954 -1.113
H 2.841 -3.641 -1.788
H 0.333 -4.841 -2.500
H 1.769 -4.869 -3.537
H -0.748 -2.348 -2.409
H -1.585 -3.754 -2.995
H -1.530 -2.166 -3.919
C 2.912 -2.034 1.348
C 3.885 -1.387 0.345
C 3.514 0.108 0.029
C 4.267 0.784 -1.134
N 3.751 2.249 -1.388
C 4.373 2.836 -2.676
C 4.367 4.353 -2.532
C 4.702 4.496 -1.069
C 4.047 3.376 -0.320
C 2.195 2.255 -1.684
H 2.577 -1.344 2.124
H 3.329 -2.875 1.901
H 1.979 -2.385 0.906
H 3.849 -1.870 -0.632
H 4.904 -1.403 0.732
H 3.756 0.748 0.878
H 2.432 0.208 -0.065
H 4.172 0.203 -2.051
H 5.345 0.841 -0.987
H 3.879 2.459 -3.572
H 5.396 2.465 -2.740
H 3.455 4.864 -2.840
H 5.126 4.826 -3.155
H 4.519 5.517 -0.734
H 5.779 4.449 -0.905
H 3.212 3.694 0.305
H 4.762 2.817 0.283
H 1.956 1.441 -2.369
H 1.787 3.161 -2.131
H 1.605 2.248 -0.767
C -4.665 1.641 3.109
C -4.577 0.148 3.645
C -3.500 -0.631 2.918
C -3.433 -2.107 3.484
N -2.418 -3.136 2.901
C -2.851 -3.504 1.409
C -2.372 -4.962 1.142
C -2.080 -5.594 2.548
C -2.448 -4.539 3.543
C -1.012 -2.490 2.946
H -4.736 1.633 2.021
H -3.947 2.428 3.339
H -5.550 2.131 3.516
H -5.532 -0.304 3.379
H -4.256 0.023 4.680
H -2.607 -0.023 3.064
H -3.791 -0.617 1.868
H -4.410 -2.591 3.487
H -3.161 -2.093 4.539
H -2.413 -2.778 0.723
H -3.925 -3.336 1.484
H -1.518 -5.072 0.474
H -3.077 -5.660 0.691
H -1.019 -5.667 2.788
H -2.494 -6.602 2.551
H -1.744 -4.419 4.366
H -3.497 -4.604 3.834
H -0.881 -2.141 3.970
H -1.009 -1.682 2.214
H -0.344 -3.297 2.645
Br -0.432 -0.261 -0.184


126
Properties=species:S:1:pos:R:3 method="wB97M-V/def2-TZVPD" fmax_ev_per_a=1.924 orbital_gap_ev=8.613 charge=0 homo_ev=-8.30 spin_multiplicity=1
C -0.800 1.752 1.033
C -1.087 0.313 1.446
N -0.388 -0.629 0.585
C -1.048 -1.912 0.480
C -2.477 -1.863 -0.083
C 0.980 -0.783 1.077
C 1.872 -1.582 0.156
H -1.113 1.951 0.008
H 0.261 2.006 1.083
H -1.328 2.421 1.719
H -0.800 0.174 2.503
H -2.159 0.150 1.395
H -0.497 -2.539 -0.217
H -1.072 -2.439 1.453
H -2.464 -1.531 -1.125
H -2.894 -2.872 -0.047
H -3.187 -1.210 0.423
H 1.006 -1.170 2.105
H 1.446 0.210 1.098
H 1.614 -2.648 0.117
H 2.946 -1.568 0.321
H 1.709 -1.293 -0.891
C -3.241 -5.836 -4.716
C -3.296 -5.936 -3.199
N -2.002 -5.912 -2.559
C -1.304 -4.657 -2.738
C 0.190 -4.772 -2.384
C -2.108 -6.274 -1.159
C -2.173 -7.784 -0.908
H -2.390 -6.423 -5.086
H -3.026 -4.827 -5.071
H -4.125 -6.237 -5.205
H -3.995 -5.171 -2.801
H -3.804 -6.873 -2.952
H -1.400 -4.363 -3.782
H -1.760 -3.833 -2.161
H 0.425 -5.808 -2.156
H 0.828 -4.433 -3.204
H 0.444 -4.091 -1.570
H -2.969 -5.767 -0.672
H -1.288 -5.848 -0.572
H -2.234 -7.950 0.169
H -1.230 -8.232 -1.229
H -2.986 -8.248 -1.457
C 2.330 3.283 -4.831
C 2.349 4.377 -3.747
N 1.242 4.375 -2.789
C -0.016 4.784 -3.401
C -0.070 6.258 -3.789
C 1.071 3.122 -2.077
C 2.322 2.730 -1.305
H 3.288 3.303 -5.350
H 1.526 3.412 -5.556
H 2.206 2.299 -4.378
H 3.281 4.261 -3.195
H 2.329 5.370 -4.196
H -0.278 4.180 -4.289
H -0.811 4.566 -2.683
H -1.109 6.583 -3.850
H 0.365 6.865 -2.987
H 0.468 6.487 -4.705
H 0.794 2.319 -2.782
H 0.270 3.180 -1.339
H 3.223 2.511 -1.876
H 2.130 1.785 -0.788
H 2.523 3.506 -0.565
C -2.297 4.313 6.760
C -2.624 3.055 5.981
C -1.668 2.668 4.870
O -3.609 2.407 6.233
H -2.796 5.173 6.306
H -1.228 4.506 6.804
H -2.754 4.220 7.746
H -1.945 1.664 4.550
H -0.678 2.625 5.328
H -1.713 3.381 4.049
C 2.381 -4.813 4.711
C 1.646 -3.852 3.804
C 0.349 -3.305 4.358
O 2.066 -3.528 2.721
H 3.422 -4.976 4.449
H 1.826 -5.753 4.724
H 2.364 -4.413 5.729
H 0.495 -2.756 5.284
H -0.377 -4.111 4.516
H -0.132 -2.694 3.593
C 5.592 2.224 2.567
C 4.745 1.198 1.849
C 4.611 -0.157 2.506
O 4.262 1.417 0.765
H 6.619 1.869 2.645
H 5.206 2.407 3.575
H 5.550 3.181 2.049
H 5.274 -0.234 3.365
H 4.861 -0.886 1.739
H 3.580 -0.273 2.842
C -4.075 2.087 -0.204
C -5.532 1.712 -0.232
C -6.082 1.016 0.980
O -6.263 1.993 -1.152
H -3.495 1.204 0.068
H -3.913 2.838 0.575
H -3.720 2.481 -1.152
H -6.933 0.416 0.661
H -6.484 1.774 1.659
H -5.372 0.414 1.545
C 3.838 -1.249 -2.877
C 3.453 -2.656 -3.314
C 3.753 -3.816 -2.375
O 2.946 -2.858 -4.388
H 4.738 -1.030 -3.462
H 4.075 -1.187 -1.822
H 3.050 -0.571 -3.198
H 4.182 -3.536 -1.420
H 4.375 -4.513 -2.942
H 2.811 -4.354 -2.252
C -1.508 6.706 0.548
C -0.753 5.866 1.549
C 0.632 5.406 1.189
O -1.285 5.481 2.563
H -0.892 7.507 0.136
H -2.364 7.161 1.040
H -1.808 6.059 -0.279
H 1.228 6.174 0.690
H 0.676 4.499 0.588
H 1.180 5.209 2.114